1.
Computed, not measured: a gas-phase ion, C2H6NS (charge +1), with wB97M-V/def2-TZVPD.

Output
- charge = +1
- energy relative to the best compared isomer or geometry (same formula, charge and spin) (eV) = 1.271
- highest occupied orbital energy (Ha) = -0.54890

Each line ends with the Mulliken charge.
Positions of all 10 atoms, in Å:
C  -0.85841  0.17696  -0.07885  -0.514
C  2.10126  0.42256  0.07401  -0.192
N  -1.86846  -0.67541  0.11606  -0.411
S  0.85635  -0.65766  0.06094  0.192
H  -0.79633  0.65142  -0.97543  0.410
H  -0.74632  0.96458  0.67912  0.414
H  3.16907  0.02388  0.06319  0.294
H  1.99198  1.54437  -0.21874  0.284
H  -1.99659  -1.17217  0.93591  0.261
H  -1.85256  -1.27855  -0.65623  0.262

2.
Computed, not measured: 2 unconnected molecules or ions with the total composition C2H6O, with wB97M-V/def2-TZVPD.

Output
- charge = 0
- energy relative to the best compared isomer or geometry (same formula, charge and spin) (eV) = 0.811
- highest occupied orbital energy (Ha) = -0.37450
- SMILES string = C=C.O

Each line ends with the Mulliken charge.
Positions of all 9 atoms, in Å:
C  0.58380  -2.36593  -0.28203  -0.419
C  0.53740  -2.31312  1.05082  -0.434
H  0.11055  -1.56815  -0.86580  0.196
H  1.00159  -3.21857  -0.82945  0.230
H  0.01151  -1.43054  1.43254  0.184
H  0.94445  -3.01989  1.78294  0.243
O  -0.71930  4.79891  -0.63230  -0.650
H  -1.62862  4.97042  -0.29766  0.325
H  -0.84134  4.14688  -1.35908  0.324

3.
Computed, not measured: C2H6O2 in the gas phase, with wB97M-V/def2-TZVPD.

Output
- charge = 0
- energy relative to the best compared isomer or geometry (same formula, charge and spin) (eV) = 0.547
- highest occupied orbital energy (Ha) = -0.37595
- SMILES string = OCCO

Each line ends with the Mulliken charge.
Positions of all 10 atoms, in Å:
O  -0.95579  1.16338  0.14434  -0.536
C  -0.76195  -0.23463  -0.05216  -0.334
C  0.67636  -0.55871  0.31432  -0.364
O  1.56334  0.24096  -0.43263  -0.516
H  -1.16919  1.56215  -0.70398  0.315
H  -1.46269  -0.79240  0.58289  0.251
H  -0.95392  -0.51316  -1.09583  0.285
H  0.81383  -0.39866  1.39480  0.262
H  0.90712  -1.60550  0.09388  0.313
H  1.30011  1.15049  -0.23194  0.325

4.
Computed, not measured: C2H6O2 in the gas phase, with wB97M-V/def2-TZVPD.

Output
- charge = 0
- energy relative to the best compared isomer or geometry (same formula, charge and spin) (eV) = 0.831
- highest occupied orbital energy (Ha) = -0.37514
- SMILES string = OCCO

Each line ends with the Mulliken charge.
Positions of all 10 atoms, in Å:
O  -0.36020  0.97618  -1.12733  -0.549
C  0.57130  0.08672  -0.56342  -0.329
C  0.06696  -0.47763  0.72817  -0.401
O  -1.23226  -0.97180  0.54352  -0.507
H  -0.29667  1.83277  -0.65869  0.313
H  0.56723  -0.75718  -1.22070  0.246
H  1.54699  0.58753  -0.50025  0.315
H  0.19741  0.19366  1.60537  0.291
H  0.77005  -1.29220  0.91722  0.273
H  -1.83082  -0.17805  0.27611  0.348

5.
Computed, not measured: C2H6O2 in the gas phase, with wB97M-V/def2-TZVPD.

Output
- charge = 0
- energy relative to the best compared isomer or geometry (same formula, charge and spin) (eV) = 1.076
- highest occupied orbital energy (Ha) = -0.37095
- SMILES string = OCCO

Each line ends with the Mulliken charge.
Positions of all 10 atoms, in Å:
O  -1.24082  -0.81303  -0.04691  -0.546
C  -0.55614  0.39675  -0.43130  -0.396
C  0.77394  0.31820  0.24209  -0.194
O  1.54516  -0.69989  -0.27818  -0.519
H  -1.70236  -0.67874  0.81627  0.321
H  -0.47423  0.37413  -1.51363  0.238
H  -1.12878  1.33371  -0.15127  0.258
H  0.37632  0.16170  1.36095  0.161
H  1.46450  1.14856  0.17535  0.339
H  0.94242  -1.54138  -0.17336  0.339

6.
Computed, not measured: 2 unconnected molecules or ions with the total composition C2H6O2S2, with wB97M-V/def2-TZVPD.

Output
- charge = +1
- energy relative to the best compared isomer or geometry (same formula, charge and spin) (eV) = 1.187
- ⟨S²⟩ = 0.755
- highest occupied orbital energy (spin up / spin down) (Ha) = -0.51192 / -0.51183
- multiplicity = 2

Each line ends with the Mulliken spin population.
Positions of all 12 atoms, in Å:
C  -1.41409  0.93294  1.50331  -0.014
S  -1.87259  -0.41994  0.38886  0.618
S  -2.50872  0.80393  -1.27779  0.328
H  -1.94994  1.94248  1.34808  0.010
H  -1.54494  0.49946  2.57293  0.001
H  -0.34072  1.07969  1.27267  0.049
H  -1.89333  0.11133  -2.23566  0.004
O  2.96318  -2.12470  -0.95809  0.001
C  2.62620  -0.94620  -0.94294  -0.001
O  1.75993  -0.32605  -0.01012  0.003
H  2.97992  -0.37560  -1.85601  0.001
H  1.19510  -1.17733  0.19475  -0.001

no.,maximum force (eV Å⁻¹)
1,4.5
2,1.2
3,0.4
4,2.7
5,4.1
6,3.9